No. 1
110
Properties=species:S:1:pos:R:3:forces:R:3 method="wB97M-V/def2-TZVPD" homo_ha=-0.1680 total_charge=-1 homo_lumo_gap_ev=5.020 lumo_energy_ev=0.45
C 3.3525 -2.5448 -4.6966 0.269 -0.767 -0.090
C 4.4754 -3.1525 -3.7553 0.186 -0.948 -1.228
O 5.2577 -2.1727 -3.0542 -2.223 -0.908 1.191
B 4.6767 -1.7639 -1.8151 0.481 0.759 0.404
O 3.8661 -2.5936 -0.9947 0.388 0.209 -1.566
In 5.1393 0.3842 -1.0890 -0.264 -0.223 0.490
C 7.2533 1.0380 -1.5512 1.669 -0.364 0.398
C 8.2871 -0.1337 -1.5271 -0.800 1.515 -2.129
O 8.8850 -0.4574 -2.5698 -0.726 -0.077 1.977
H 2.8796 -1.6038 -4.3084 0.648 -0.814 -0.363
H 2.5334 -3.3228 -4.8038 0.911 0.885 0.052
H 3.8174 -2.4098 -5.7230 -0.791 0.276 1.117
H 4.0120 -3.9421 -3.0997 0.509 0.970 -0.223
H 5.1979 -3.7041 -4.4397 -0.764 0.530 0.826
H 3.3172 -2.0757 -0.3831 0.687 -0.082 -0.159
H 3.8784 1.5530 -1.6153 0.357 -0.026 -0.042
H 5.0067 0.2957 0.7269 0.059 0.134 -0.173
H 7.2459 1.5414 -2.5536 0.319 -0.854 0.825
H 7.5936 1.8242 -0.8026 -0.602 -1.007 -0.538
H 8.4621 -0.7048 -0.5596 -0.151 0.562 -0.742
C 6.8178 -1.6195 -7.1563 0.117 0.076 0.337
Br 7.7897 -1.0782 -5.5738 -0.177 -0.063 -0.211
Br 6.3813 -0.1084 -8.2913 -0.254 -0.233 0.073
Br 7.7486 -3.0096 -8.1367 -0.121 0.154 0.050
H 5.8761 -2.0442 -6.8212 0.153 0.080 -0.105
C 0.0164 -2.5404 -0.4058 0.014 -0.123 0.012
Br 0.9772 -2.0437 1.1976 -0.174 0.083 -0.286
Br -0.4146 -0.9967 -1.4954 0.097 -0.139 0.134
Br 0.9655 -3.8855 -1.4174 -0.396 0.175 0.096
H -0.9261 -2.9802 -0.0912 0.152 0.086 -0.051
C -3.8459 -1.4012 0.4693 0.084 0.060 -0.045
Br -4.1426 -2.2358 -1.2505 0.046 0.036 0.300
Br -5.3850 -0.3714 1.0339 0.163 -0.179 -0.073
Br -3.3061 -2.6880 1.8119 -0.086 0.171 -0.212
H -3.0204 -0.7046 0.3471 -0.117 -0.129 0.003
C 3.6273 -2.5982 4.1905 0.344 0.046 -0.083
Br 2.4890 -4.1078 3.7759 0.135 0.067 0.156
Br 4.9574 -2.3099 2.8164 -0.346 0.000 0.172
Br 2.5927 -0.9967 4.5249 0.101 -0.289 -0.078
H 4.1587 -2.8366 5.1066 -0.165 0.027 -0.137
C -0.0322 -7.4925 -3.9658 0.034 0.068 -0.071
Br -1.6014 -6.3653 -3.8388 0.248 -0.174 0.037
Br 1.6021 -6.4939 -3.6835 -0.221 -0.208 -0.052
Br -0.1503 -9.0231 -2.7850 0.013 0.235 -0.136
H 0.0013 -7.8761 -4.9813 -0.003 0.084 0.175
C 1.3615 2.9481 5.2839 0.079 0.089 -0.176
Br 2.7676 3.3195 6.5603 -0.265 -0.149 -0.112
Br 2.0431 2.8558 3.4754 -0.085 -0.063 0.323
Br 0.3648 1.3551 5.7513 0.053 0.238 0.001
H 0.6681 3.7823 5.3214 0.143 -0.240 0.057
C -1.4142 6.0502 7.2885 -0.055 -0.039 0.032
Br -0.0089 6.4185 8.5681 -0.190 -0.108 -0.211
Br -0.7377 5.9770 5.4760 -0.129 0.123 0.219
Br -2.4021 4.4516 7.7472 0.292 0.305 -0.061
H -2.1118 6.8806 7.3341 0.125 -0.157 -0.047
C -9.7856 0.4855 1.4409 0.032 -0.078 0.024
Br -9.2760 -0.4893 -0.1520 -0.075 0.167 0.173
Br -8.3580 1.6332 2.0677 -0.229 -0.142 -0.134
Br -11.4383 1.4628 1.1853 0.236 -0.121 -0.024
H -9.9676 -0.2491 2.2195 0.025 0.139 -0.139
C 8.9490 4.7388 -1.7873 -0.008 -0.087 -0.188
Br 8.6172 5.6107 -0.0885 0.031 -0.117 -0.189
Br 10.1518 3.2336 -1.6004 -0.159 0.264 -0.030
Br 7.3005 4.2439 -2.6728 0.255 0.372 0.181
H 9.4465 5.4634 -2.4240 -0.088 -0.115 0.155
C -6.3138 6.2958 7.1701 0.009 -0.163 -0.023
Br -5.8692 5.2109 5.6306 -0.061 0.223 0.237
Br -4.8456 7.4490 7.6833 -0.294 -0.034 -0.064
Br -7.9494 7.2954 6.8991 0.275 -0.119 0.025
H -6.4887 5.6164 7.9993 0.063 0.126 -0.132
C -12.3251 -0.1398 -2.7636 0.068 0.094 0.036
Br -11.7237 -1.9542 -3.0762 -0.098 0.251 0.029
Br -12.0288 0.9929 -4.3046 -0.066 -0.254 0.238
Br -14.1688 -0.0865 -2.1748 0.271 -0.039 -0.106
H -11.7207 0.2598 -1.9532 -0.089 -0.095 -0.116
C -7.7703 -3.5613 -3.3631 -0.073 -0.080 -0.091
Br -6.3831 -4.5493 -4.2829 -0.174 0.195 0.185
Br -8.1913 -4.3392 -1.6414 0.102 0.178 -0.246
Br -7.3295 -1.6836 -3.2094 -0.099 -0.188 0.056
H -8.6673 -3.6285 -3.9718 0.162 0.043 0.092
C 10.2830 1.0561 -9.9497 -0.150 -0.105 0.161
Br 11.6577 0.0264 -10.8468 -0.147 0.156 0.108
Br 9.8567 0.3265 -8.2109 0.422 0.205 -0.266
Br 10.7432 2.9352 -9.8499 -0.022 -0.254 -0.022
H 9.3846 0.9811 -10.5554 0.174 0.021 0.083
C -3.8317 3.0511 11.4547 0.099 0.135 -0.058
Br -3.4001 1.9476 9.9239 -0.154 0.094 0.293
Br -2.3495 4.1898 11.9600 -0.227 -0.145 -0.137
Br -5.4570 4.0670 11.1724 0.223 -0.116 0.001
H -4.0171 2.3775 12.2898 -0.004 0.424 -0.412
C -7.6445 0.2021 -6.5185 0.069 -0.007 0.020
Br -8.7754 -1.2950 -6.9951 0.140 0.215 0.074
Br -6.2890 0.5351 -7.8593 -0.256 -0.049 0.189
Br -8.6835 1.7875 -6.1315 0.167 -0.208 -0.097
H -7.1270 -0.0693 -5.6032 -0.105 0.010 -0.169
C 0.1410 -4.2177 -7.7416 0.023 0.122 0.088
Br -0.1853 -3.3772 -6.0293 0.007 -0.190 -0.298
Br 1.3396 -5.7323 -7.5870 -0.217 0.211 0.010
Br -1.5100 -4.6983 -8.6338 0.214 0.026 0.146
H 0.6378 -3.4820 -8.3668 -0.080 -0.157 0.097
C -5.5878 -0.9511 12.6019 -0.102 -0.096 -0.068
Br -5.1527 -2.0436 11.0654 -0.051 0.242 0.239
Br -4.1053 0.1832 13.1177 -0.183 -0.647 0.238
Br -7.2080 0.0712 12.3249 0.295 -0.111 0.010
H -5.7745 -1.6265 13.4312 0.057 0.144 -0.133
C 6.1616 4.5759 3.8500 0.019 -0.061 -0.314
Br 5.7789 3.6039 2.2213 0.019 0.057 0.350
Br 4.6840 5.7148 4.3757 0.236 -0.059 -0.079
Br 6.6959 3.3897 5.2855 -0.103 0.146 -0.158
H 7.0063 5.2259 3.6437 -0.152 -0.099 0.099

No. 2
116
Properties=species:S:1:pos:R:3:forces:R:3 method="wB97M-V/def2-TZVPD" homo_ha=-0.3421 total_charge=0 homo_lumo_gap_ev=8.909 lumo_energy_ev=-0.40
C 1.7944 -3.5360 0.9236 -0.964 -0.146 -0.035
N 0.5079 -3.7374 1.6403 0.903 -0.469 1.101
C 0.4743 -2.8269 2.7907 -0.121 0.385 -0.524
B 0.3986 -5.1300 2.0281 -0.476 0.457 -0.412
O -0.1540 -6.0352 1.1245 1.603 -0.489 -0.164
Si 1.0204 -5.9090 3.7637 -0.152 -0.259 0.519
I 2.4335 -7.8959 3.2796 -0.045 0.240 -0.069
H 2.6420 -3.8033 1.5497 0.331 0.030 0.146
H 1.7924 -4.1584 0.0404 0.160 -0.038 -0.430
H 1.8605 -2.4922 0.6471 0.136 0.115 -0.171
H 0.1480 -1.8553 2.4399 -0.154 0.334 -0.089
H 1.4499 -2.6717 3.2421 0.311 -0.176 0.231
H -0.2370 -3.1336 3.5466 -0.177 -0.234 0.150
H 0.5785 -6.4912 0.6746 -0.494 -0.458 0.134
H -0.1348 -6.4430 4.5165 0.077 0.019 0.118
H 1.8086 -4.9945 4.6090 0.092 -0.085 0.075
C 3.0377 0.5883 -0.3540 -0.019 -0.106 -0.046
Cl 4.6464 0.1545 -0.9326 -0.089 -0.054 0.001
Cl 1.8004 -0.4336 -1.0994 0.019 0.036 -0.034
Cl 2.9586 0.4889 1.4047 0.002 0.000 -0.027
H 2.8453 1.6102 -0.6444 -0.028 0.028 -0.022
C 3.4670 4.0609 -2.7518 0.134 -0.217 -0.212
Cl 5.0874 3.6478 -3.3318 -0.292 0.067 0.249
Cl 2.3026 2.9164 -3.4128 -0.015 0.130 0.088
Cl 3.3495 4.0658 -0.9904 0.016 0.201 0.065
H 3.2280 5.0604 -3.0901 -0.010 0.002 -0.093
C -1.0641 0.2208 -3.5181 -0.031 -0.230 0.043
Cl -2.4806 1.1297 -2.9762 0.353 -0.036 -0.100
Cl -1.5446 -1.2547 -4.3500 0.104 0.073 -0.020
Cl -0.0178 1.2080 -4.5285 -0.153 -0.015 -0.192
H -0.4955 -0.0590 -2.6415 -0.027 0.018 0.052
C -5.0452 -1.3166 -1.8498 0.265 -0.016 -0.136
Cl -6.5468 -0.4560 -2.1730 -0.381 -0.353 0.087
Cl -5.0841 -2.1994 -0.3336 -0.197 0.164 -0.156
Cl -4.6535 -2.3903 -3.1935 -0.081 -0.023 0.000
H -4.2627 -0.5724 -1.7717 0.048 -0.024 -0.050
C -6.2604 3.5107 -1.6221 0.137 -0.008 -0.006
Cl -5.0734 2.3750 -2.2579 -0.044 0.437 0.076
Cl -5.4954 4.6869 -0.5546 -0.073 -0.120 -0.124
Cl -7.1028 4.3154 -2.9477 -0.111 0.113 0.066
H -6.9892 2.9538 -1.0486 -0.027 -0.026 -0.005
C -6.5629 3.6257 -6.5749 0.085 -0.096 0.022
Cl -7.5520 3.4240 -8.0252 -0.015 0.023 -0.039
Cl -6.4458 2.1155 -5.6804 -0.007 -0.073 -0.056
Cl -4.9618 4.2329 -6.9922 -0.013 0.026 0.010
H -7.0442 4.3565 -5.9403 -0.023 0.033 0.011
C 8.0793 6.4105 -4.4698 0.113 -0.103 0.187
Cl 9.5107 7.3286 -4.0036 -0.013 -0.007 -0.018
Cl 8.4909 4.7215 -4.7827 0.105 -0.002 0.131
Cl 6.8282 6.5205 -3.2348 0.055 0.189 0.023
H 7.6880 6.8404 -5.3783 -0.023 0.033 -0.067
C 1.4814 -11.6557 3.5905 0.014 -0.148 -0.010
Cl 3.1387 -12.0312 3.1264 -0.220 -0.154 -0.123
Cl 0.3280 -12.7296 2.7999 0.038 0.050 0.022
Cl 1.2989 -11.7201 5.3472 0.013 0.036 0.020
H 1.2854 -10.6418 3.2763 -0.128 0.080 -0.032
C 4.9661 -0.3940 -4.6018 -0.101 -0.084 -0.151
Cl 5.7543 -1.8503 -5.2074 0.009 0.017 0.022
Cl 5.5849 1.0427 -5.4205 0.086 -0.054 -0.103
Cl 3.2160 -0.5055 -4.7766 0.017 0.019 0.028
H 5.1917 -0.2989 -3.5511 0.013 0.032 0.085
C -3.1404 7.8696 1.4523 0.005 0.002 -0.130
Cl -4.6892 7.0244 1.4096 0.020 0.127 0.149
Cl -1.9372 7.0098 0.4898 0.002 -0.006 0.025
Cl -3.3235 9.5317 0.8931 -0.003 -0.106 0.061
H -2.7983 7.8930 2.4771 0.008 -0.004 0.038
C 4.9808 4.3581 -7.4388 -0.078 0.064 -0.020
Cl 4.3924 4.4524 -9.0959 0.006 -0.026 0.016
Cl 6.2931 5.5088 -7.1773 -0.114 0.012 -0.210
Cl 3.6736 4.6315 -6.2892 -0.122 0.030 -0.137
H 5.3668 3.3613 -7.2745 0.029 -0.025 0.014
C -1.8783 -4.3992 -0.1332 -0.362 0.377 -0.364
Cl -1.5540 -2.8984 -1.0063 -0.014 0.193 -0.080
Cl -2.5624 -4.0696 1.4640 -0.174 -0.046 -0.035
Cl -2.9464 -5.4463 -1.0667 -0.037 0.009 0.013
H -0.9386 -4.9092 0.0030 -0.315 0.187 -0.070
C 4.5759 -9.7838 6.0254 -0.038 0.037 -0.038
Cl 4.8691 -10.8674 7.3861 0.015 -0.049 -0.011
Cl 4.9762 -8.1200 6.4483 -0.013 -0.028 -0.029
Cl 5.4619 -10.3299 4.5945 0.058 0.218 0.165
H 3.5200 -9.8169 5.7898 -0.037 -0.052 -0.010
C -6.8061 -2.0742 3.5940 0.051 0.086 -0.104
Cl -7.8047 -0.9922 2.6211 -0.012 -0.019 0.011
Cl -5.7321 -3.0208 2.5658 -0.035 -0.158 0.331
Cl -5.8856 -1.1660 4.7937 -0.005 -0.012 0.025
H -7.4603 -2.7566 4.1174 -0.028 -0.020 0.021
C -5.9894 12.2801 -0.1867 0.028 0.118 0.045
Cl -4.2477 12.5060 -0.0344 -0.007 0.125 -0.055
Cl -6.6934 11.8132 1.3636 -0.017 -0.099 0.016
Cl -6.7582 13.7400 -0.8057 -0.004 -0.022 -0.003
H -6.1664 11.4782 -0.8896 -0.007 -0.043 -0.009
C -10.5724 3.5231 -10.7505 -0.054 0.016 -0.092
Cl -12.0355 4.3895 -10.2817 0.012 0.002 0.022
Cl -10.9714 1.9645 -11.4720 0.017 -0.003 0.018
Cl -9.5947 4.4936 -11.8524 0.013 -0.013 0.036
H -9.9919 3.3402 -9.8574 0.015 -0.005 0.037
C -7.5285 14.4321 3.9360 -0.016 0.078 0.077
Cl -8.2334 15.9794 3.4672 0.003 -0.014 -0.016
Cl -5.9894 14.6689 4.7643 0.006 -0.019 -0.022
Cl -8.6474 13.5117 4.9431 0.004 -0.022 -0.022
H -7.3411 13.8625 3.0375 0.012 -0.003 -0.044
C 3.9724 -11.2344 11.2307 -0.022 0.055 0.065
Cl 3.6972 -9.5434 10.8196 0.000 0.012 -0.011
Cl 5.2765 -11.3912 12.4079 0.008 -0.011 -0.021
Cl 2.4928 -11.9848 11.8310 0.002 -0.013 -0.022
H 4.2693 -11.7536 10.3302 0.007 -0.020 -0.032
C 9.6707 -8.7244 6.4243 -0.108 0.019 0.086
Cl 8.1832 -9.5442 5.9525 0.287 0.040 0.018
Cl 9.7275 -7.0957 5.7454 0.019 -0.006 -0.012
Cl 9.8328 -8.6741 8.1815 0.018 -0.012 -0.014
H 10.5064 -9.2822 6.0266 0.037 -0.012 -0.012
C 7.4066 2.9312 0.8081 0.079 -0.055 -0.076
Cl 6.5422 3.1783 -0.7081 0.331 -0.030 0.263
Cl 7.0488 1.3416 1.4875 0.000 0.020 0.048
Cl 9.1437 3.1350 0.5772 0.001 0.019 0.022
H 7.0722 3.6788 1.5135 -0.008 0.023 0.033